# 1
Computed, not measured: C21H35N2O2OsSi2 as an isolated structure, with the ωB97M-V functional and the def2-TZVPD basis.

The geometry in XYZ format:
```
63
Properties=species:S:1:pos:R:3:forces:R:3:lowdin_charge:R:1
Os 0.3154 0.7224 0.3760 0.0 0.2 0.1 1.455
C -0.0711 4.6169 1.4346 0.0 0.0 0.0 -0.009
C -0.4796 3.7969 0.2462 0.0 0.0 0.0 -0.258
C -0.2434 4.2301 -1.0488 0.0 0.0 0.0 -0.002
C -0.7518 3.5367 -2.1519 0.0 0.0 0.0 -0.029
C -1.4726 2.3695 -1.9855 0.0 0.0 0.0 -0.073
C -1.7128 1.8816 -0.6927 0.1 0.0 0.0 -0.126
C -1.2348 2.6081 0.4131 0.0 -0.1 0.0 -0.157
H -0.8929 5.2753 1.7261 0.0 0.0 0.0 0.112
H 0.7836 5.2510 1.2069 0.0 0.0 0.0 0.099
H 0.1731 3.9938 2.2947 0.0 0.0 0.0 0.075
H 0.2975 5.1557 -1.2061 0.0 0.0 0.0 0.142
H -0.6085 3.9441 -3.1454 0.0 0.0 0.0 0.137
H -1.9186 1.8795 -2.8386 0.0 0.0 0.0 0.117
H -2.4194 1.0772 -0.5400 0.0 0.0 0.0 0.092
H -1.6495 2.4062 1.3921 0.0 0.0 0.0 0.116
C 2.6678 -1.1054 -2.3976 0.0 0.0 -0.1 -0.114
Si 1.0862 -0.2029 -2.0425 0.0 0.0 0.1 0.582
C 1.7463 1.4657 -1.1692 -0.1 0.0 0.0 -0.195
C 0.0763 0.1032 -3.5576 0.1 0.0 0.0 -0.139
C 0.2320 -1.0951 -0.4936 0.0 -0.1 -0.1 -0.384
C 1.3857 -1.6475 0.2773 0.0 0.0 0.0 -0.376
C 2.0061 -2.8731 0.4098 0.0 0.0 0.0 0.016
C 3.1040 -2.9367 1.2633 0.0 0.0 0.0 0.021
C 3.5329 -1.8058 1.9533 0.0 0.0 0.0 0.008
C 2.8471 -0.6137 1.8005 0.0 0.0 0.0 -0.042
N 1.8015 -0.5697 0.9710 0.0 -0.1 0.0 -0.062
Si -1.2450 -2.2931 -0.9224 0.0 0.0 0.0 0.508
C -1.5363 -3.3439 0.5866 0.0 0.0 0.0 -0.143
C -0.5821 -3.2927 -2.3519 0.0 0.0 0.0 -0.138
C -2.7983 -1.3709 -1.3628 0.0 0.0 0.0 -0.150
H 3.1522 -0.5931 -3.2343 0.0 0.0 0.0 0.076
H 2.4447 -2.1240 -2.7229 0.0 0.0 0.0 0.065
H 3.3632 -1.1390 -1.5612 0.0 0.0 0.0 0.055
H 1.4808 2.2528 -1.8770 0.0 0.0 0.0 0.063
H 2.8203 1.2798 -1.1451 0.0 0.0 0.0 0.077
H 1.6231 2.0355 -0.1884 0.0 -0.1 0.0 0.062
H 0.4814 -0.5550 -4.3315 0.0 0.0 0.0 0.069
H 0.2049 1.1278 -3.9100 0.0 0.0 0.0 0.056
H -0.9856 -0.1062 -3.4644 0.0 0.0 0.0 0.030
H 1.6663 -3.7410 -0.1371 0.0 0.0 0.0 0.129
H 3.6338 -3.8722 1.3884 0.0 0.0 0.0 0.139
H 4.3931 -1.8472 2.6065 0.0 0.0 0.0 0.134
H 3.1196 0.2954 2.3203 0.0 0.0 0.0 0.140
H -0.6425 -3.8490 0.9538 0.0 0.0 0.0 0.038
H -2.2655 -4.1208 0.3430 0.0 0.0 0.0 0.063
H -1.9563 -2.7510 1.4010 0.0 0.0 0.0 0.016
H 0.3392 -3.8274 -2.1141 0.0 0.0 0.0 0.041
H -0.4130 -2.7031 -3.2554 0.0 0.0 0.0 0.036
H -1.3255 -4.0513 -2.6125 0.0 0.0 0.0 0.065
H -3.2705 -0.9268 -0.4841 0.0 0.0 0.0 0.038
H -3.5067 -2.1049 -1.7576 0.0 0.0 0.0 0.065
H -2.6873 -0.6039 -2.1293 0.0 0.0 0.0 0.025
N -2.2240 -0.5596 4.2704 0.0 0.0 0.0 0.239
C -1.1259 0.4621 4.1438 0.0 0.0 0.0 0.017
C -0.6319 0.5227 2.7176 0.0 0.0 0.1 -0.596
O -1.1313 -0.1793 1.8015 0.0 0.0 0.0 -0.044
O 0.2995 1.3084 2.3996 0.0 -0.1 -0.1 -0.055
H -1.9487 -1.3509 4.8593 0.0 0.0 0.0 0.192
H -2.4635 -0.9272 3.3393 0.0 0.0 0.0 0.159
H -3.0728 -0.1612 4.6832 0.0 0.0 0.0 0.193
H -0.3053 0.2063 4.8122 0.0 0.0 0.0 0.164
H -1.5046 1.4399 4.4398 0.0 0.0 0.0 0.165
```
Forces are in eV/Å.

For the total energy, the calculation gives -1749.9137 Ha. The value obtained for the molar mass is 593.93 Da. As for the charge: +3. As for the LUMO energy (alpha / beta): -11.0 / -11.0 eV.

=====

# 2
Computed, not measured: a 8-piece molecular cluster, C2H18O6 overall in a non-equilibrium geometry, with the ωB97M-V functional and the def2-TZVPD basis.

The geometry in XYZ format:
```
26
Properties=species:S:1:pos:R:3:forces:R:3:lowdin_charge:R:1
C 0.9354 1.8149 0.4968 -1.0 0.0 0.9 -0.108
C 0.7821 1.0499 1.7771 -1.3 -0.7 0.7 -0.137
H 1.4166 2.7629 0.7705 0.1 -0.1 -0.6 0.104
H 1.4712 1.2401 -0.2708 0.0 0.6 0.3 0.057
H -0.1167 2.0362 0.2242 0.8 0.2 -0.6 0.080
H 0.5492 -0.0468 1.6521 0.3 0.3 -0.2 0.063
H 0.0438 1.4357 2.4809 -0.7 0.5 -0.5 0.094
H 1.5380 0.9793 2.5268 1.7 -0.3 0.1 0.099
H 3.2316 -1.0874 0.0294 -0.3 0.2 1.0 0.084
H 0.0165 -2.7766 1.0045 -0.1 -1.8 0.7 0.059
O 0.1213 -1.9060 0.6749 -1.0 2.1 -0.4 -0.096
H -5.1591 2.3504 0.5243 0.0 0.1 -0.2 0.012
H -2.0835 -0.1455 0.6665 -0.3 0.6 -0.6 0.087
O -2.4546 -0.0768 -1.4017 2.2 1.6 1.1 -0.017
H -1.6820 0.5683 -1.8189 -0.9 -0.7 0.5 0.029
H -2.8902 -0.5073 -2.1072 -1.0 -0.8 -1.3 0.041
O -0.4149 1.1373 -2.1648 0.1 -1.4 2.0 -0.029
H 0.7980 -0.0669 -1.6484 -0.2 1.8 -0.3 0.004
H 0.4815 -1.3524 -0.8971 0.8 -0.2 -0.3 0.071
O 1.1470 -0.9601 -1.5524 -0.7 -1.0 0.3 0.194
H -0.4424 1.4323 -3.0557 0.1 0.5 -1.8 0.046
H 1.9372 -1.4483 0.7768 0.1 -0.1 0.2 -0.008
O 2.7229 -0.8863 0.8512 0.5 -0.2 -1.4 -0.014
H -0.8728 -1.0634 1.1897 0.4 -0.1 0.1 0.067
H -4.9608 1.8657 1.0413 0.1 -0.1 0.2 0.000
O -1.5694 -0.2287 1.5012 0.4 -1.0 0.1 0.217
```
Forces are in eV/Å.

For the total energy, the calculation gives -537.7072 Ha. Its expectation value of S² is 1.75. The value obtained for the molar mass is 138.16 Da. As for the charge: +1. As for the LUMO energy (alpha / beta): -10.6 / -9.5 eV. Its multiplicity is 2.

=====

# 3
Computed, not measured: a 2-piece molecular cluster, C5H14 overall in a non-equilibrium geometry, with the ωB97M-V functional and the def2-TZVPD basis.

The geometry in XYZ format:
```
19
Properties=species:S:1:pos:R:3:forces:R:3:lowdin_charge:R:1
C 0.8896 0.5979 -1.4404 0.7 1.0 0.5 -0.132
C -0.1900 -0.4148 -1.4373 -1.7 -2.4 -1.3 -0.339
C -1.3203 -0.3170 -2.5010 0.7 0.5 0.7 -0.117
H 0.5472 1.6306 -1.2964 -0.1 -0.2 0.5 0.077
H 1.6199 0.2979 -0.6857 0.0 0.5 0.2 0.066
H 1.4802 0.6840 -2.3496 -0.2 -0.5 -0.5 0.071
H -0.7860 -0.6054 -0.5367 0.7 0.9 0.5 0.079
H 0.2424 -1.4136 -1.5970 0.3 0.2 0.0 0.103
H -0.9610 -0.4156 -3.5265 0.0 0.4 0.0 0.067
H -1.8462 0.6200 -2.3017 -0.1 0.1 -0.6 0.068
H -2.0252 -1.1181 -2.3183 -0.2 -0.2 0.0 0.059
C 0.6661 0.6682 2.4232 -0.7 1.0 -0.6 -0.184
C -0.0864 -0.6918 2.4717 0.9 2.3 2.3 -0.138
H 1.7017 0.5750 2.1089 0.1 0.1 0.0 0.052
H 0.1785 1.4585 1.8334 0.1 -0.6 -0.8 0.057
H 0.5950 1.2485 3.3498 0.5 -0.9 0.6 0.057
H -0.4852 -1.0417 1.5395 0.1 -0.4 -0.2 0.031
H -0.8353 -0.4505 3.2343 -0.6 -0.7 -0.6 0.061
H 0.6149 -1.3123 3.0295 -0.2 -0.8 -0.6 0.062
```
Forces are in eV/Å.

As for the SMILES: CCC.CC. For the total energy, the calculation gives -198.8607 Ha. The value obtained for the molar mass is 74.17 Da. As for the charge: 0. As for the LUMO energy: 1.1 eV.

=====

# 4
Computed, not measured: an isolated ion of composition C6H14NS and charge +1 in a non-equilibrium geometry, with the ωB97M-V functional and the def2-TZVPD basis.

The geometry in XYZ format:
```
22
Properties=species:S:1:pos:R:3:forces:R:3:lowdin_charge:R:1
C -1.5268 0.1334 -0.1671 3.7 0.3 1.2 -0.302
C -0.8927 -1.3204 -0.3138 -2.5 -0.1 0.4 -0.510
C 0.9244 1.6422 -0.3406 -2.3 -1.5 -2.5 -0.587
C -1.9511 -2.2841 0.2767 -1.2 -2.6 -1.1 -0.062
C 0.9878 1.3739 1.0175 0.8 0.4 2.9 -0.097
C 2.1085 2.1419 -1.0129 0.4 0.1 -1.0 -0.067
N 0.3693 -1.4098 0.2995 0.5 0.2 2.5 0.018
S -0.4024 1.1141 -1.2538 0.8 0.9 -0.2 1.152
H -2.4543 0.1943 -0.6403 -1.7 0.3 -0.4 0.063
H -1.4289 0.6266 0.8620 -0.7 -1.1 -1.4 0.113
H -0.7229 -1.4755 -1.3454 -0.2 -0.2 -1.3 0.111
H -2.1592 -1.8497 1.2267 -0.7 0.0 1.0 0.056
H -1.6368 -3.3755 0.4836 0.3 1.8 -0.4 0.108
H -2.9705 -2.5227 -0.2949 2.2 1.3 0.9 0.132
H 1.9745 1.8212 1.2355 -0.7 -0.4 1.4 0.116
H 0.9537 0.2544 1.1323 0.3 0.7 -0.1 0.103
H 0.1247 1.7639 1.6059 0.8 -0.1 -0.2 0.130
H 2.0166 2.0113 -2.0483 -0.1 -0.6 -1.7 0.066
H 3.0580 1.6625 -0.7338 -0.5 0.3 0.5 0.133
H 2.1584 3.2111 -1.0020 0.3 0.9 0.9 0.118
H 0.3593 -1.8884 1.1987 -0.3 0.2 -0.1 0.116
H 1.1103 -1.8247 -0.1855 0.8 -0.7 -1.3 0.089
```
Forces are in eV/Å.

For the total energy, the calculation gives -689.6346 Ha. The value obtained for the molar mass is 132.25 Da. As for the charge: +1. As for the LUMO energy: -5.1 eV.

=====

# 5
Computed, not measured: the molecule C3H4Cl2O in a non-equilibrium geometry, with the ωB97M-V functional and the def2-TZVPD basis.

The geometry in XYZ format:
```
10
Properties=species:S:1:pos:R:3:forces:R:3:lowdin_charge:R:1
C -1.1848 -0.9393 0.6069 0.7 -1.9 0.0 -0.027
C -0.4130 0.0991 0.3917 2.2 -1.9 -1.1 -0.860
Cl -1.0115 1.5774 0.7062 -1.1 3.6 0.4 0.779
C 0.9971 0.1032 -0.3332 -2.8 -1.1 2.4 -0.789
O 0.8586 0.6812 -1.5240 1.8 -0.5 -1.9 -0.017
Cl 2.2143 0.7549 0.8484 0.0 0.1 -0.6 0.582
H -2.2169 -0.7973 0.8709 -0.1 -0.1 0.3 0.057
H -0.7683 -1.9676 0.5740 -0.5 0.8 -0.3 0.086
H 1.2139 -0.9482 -0.4902 0.6 0.0 0.0 0.106
H 0.3106 1.4367 -1.6506 -0.7 1.0 0.8 0.083
```
Forces are in eV/Å.

As for the SMILES: C=C(Cl)[C@@H](O)Cl. For the total energy, the calculation gives -1112.2921 Ha. The value obtained for the molar mass is 126.97 Da. As for the charge: 0. As for the LUMO energy: 0.7 eV.

=====

# 6
Computed, not measured: an isolated ion of composition C6H11N2O2 and charge +1 in a non-equilibrium geometry, with the ωB97M-V functional and the def2-TZVPD basis.

The geometry in XYZ format:
```
21
Properties=species:S:1:pos:R:3:forces:R:3:lowdin_charge:R:1
C -0.7722 -0.9842 2.0961 0.5 0.4 0.2 -0.035
N 0.0460 -0.1027 1.2418 1.5 -3.6 0.0 -0.044
C 1.2206 -0.5835 0.6839 -1.0 1.4 -0.8 -0.047
C 2.0466 0.0664 -0.2201 -0.7 -2.2 2.0 -0.023
C 2.0482 1.3119 -0.8575 0.2 2.1 -1.8 -0.343
O 2.9305 1.9332 -1.4081 -1.9 -1.1 1.2 0.153
N 0.5963 1.9404 -0.9868 -1.4 0.2 0.6 0.185
C -0.5718 1.2844 -0.9887 0.0 0.1 -1.8 -0.126
O -0.5636 0.0430 -1.3477 -0.2 -0.1 0.5 -0.075
C -1.7040 -0.9496 -1.2279 2.3 -0.7 -0.3 0.081
H -1.5155 -1.4453 1.4802 -0.8 -0.1 0.1 0.043
H -0.1703 -1.8176 2.4362 0.3 0.0 0.4 0.091
H -1.2223 -0.4664 2.9662 0.3 -0.2 -0.7 0.114
H 0.0479 0.8277 1.4297 -0.2 3.1 0.8 0.090
H 1.3962 -1.6383 0.8970 0.2 0.3 -0.1 0.141
H 2.8490 -0.5582 -0.4994 1.1 -0.3 -0.3 0.112
H 0.5618 2.9818 -1.0038 0.0 -1.1 0.2 0.180
H -1.6066 1.7704 -0.9384 1.7 -0.2 0.3 0.200
H -2.4256 -0.5844 -1.9166 -1.1 0.1 -0.1 0.089
H -1.9852 -1.1515 -0.1726 0.0 0.7 -1.1 0.074
H -1.2060 -1.8776 -1.6633 -0.8 1.2 0.6 0.137
```
Forces are in eV/Å.

As for the SMILES: CN/C=C\C(=O)/[NH+]=C\OC. For the total energy, the calculation gives -494.8888 Ha. The value obtained for the molar mass is 143.17 Da. As for the charge: +1. As for the LUMO energy: -4.6 eV.

=====

# 7
Computed, not measured: the molecule C6H13N, with the ωB97M-V functional and the def2-TZVPD basis.

The geometry in XYZ format:
```
20
Properties=species:S:1:pos:R:3:forces:R:3:lowdin_charge:R:1
C -1.3121 1.7873 0.5730 0.0 0.1 0.0 -0.052
C -0.7025 0.4060 0.6264 0.0 0.1 0.3 -0.288
N -0.7974 -0.4929 -0.5155 0.0 0.0 0.0 -0.064
C -1.0691 -1.8985 -0.2769 0.0 -0.1 0.0 -0.101
C 0.5148 0.0349 -0.1473 0.2 0.1 0.0 -0.507
C 1.5590 -0.8511 0.5051 0.0 -0.1 0.0 -0.039
C 1.0999 0.9911 -1.1662 0.0 0.0 0.0 -0.032
H -2.2866 1.8234 1.0701 0.1 -0.1 -0.1 0.071
H -0.6509 2.5012 1.0811 -0.1 -0.1 -0.1 0.081
H -1.4462 2.1249 -0.4581 0.0 -0.1 0.1 0.072
H -0.7795 -0.0801 1.6072 0.1 0.1 -0.2 0.141
H -0.5007 -2.4938 -1.0001 -0.1 0.0 0.1 0.086
H -0.8073 -2.2480 0.7347 0.0 0.1 -0.1 0.074
H -2.1341 -2.0929 -0.4365 0.1 0.0 0.0 0.080
H 2.3649 -0.2296 0.9129 -0.1 -0.1 -0.1 0.085
H 1.1573 -1.4482 1.3283 0.0 0.1 -0.1 0.071
H 2.0051 -1.5333 -0.2295 0.0 0.1 0.1 0.084
H 0.3097 1.5382 -1.6844 0.1 -0.1 0.1 0.072
H 1.6656 0.4318 -1.9215 -0.1 0.1 0.1 0.082
H 1.7811 1.7104 -0.6951 -0.1 -0.1 -0.1 0.084
```
Forces are in eV/Å.

As for the SMILES: C[C@H]1N(C)C1(C)C. For the total energy, the calculation gives -291.1295 Ha. The value obtained for the molar mass is 99.18 Da. As for the charge: 0. As for the LUMO energy: 1.1 eV.

=====

# 8
Computed, not measured: a 9-piece molecular cluster, C8H32BrN16O8 overall in a non-equilibrium geometry, with the ωB97M-V functional and the def2-TZVPD basis.

The geometry in XYZ format:
```
65
Properties=species:S:1:pos:R:3:forces:R:3:lowdin_charge:R:1
Br 0.6099 0.0231 0.3428 0.4 0.4 -0.2 0.226
C -1.1132 0.6174 4.1220 -0.2 -0.3 1.9 -0.712
O -1.3841 0.7308 5.3315 0.0 0.1 -1.3 -0.025
N -0.3852 -0.3932 3.6318 0.9 -1.0 0.1 0.151
N -1.4842 1.4777 3.1609 -0.2 1.2 -0.1 0.159
H -0.1381 -0.4359 2.6554 -0.1 -0.3 0.0 -0.039
H -0.2235 -1.1866 4.2269 0.1 0.1 -0.1 0.110
H -1.2087 1.2767 2.2139 -0.5 0.2 -0.2 0.020
H -2.1910 2.1483 3.4068 0.1 0.0 -0.3 0.107
C 3.1214 -1.6328 -2.6918 0.3 -2.0 -1.2 -0.712
O 3.5989 -2.3682 -3.5612 0.2 1.0 0.1 -0.011
N 2.8935 -0.3104 -2.8007 0.1 0.5 0.0 0.163
N 2.6782 -2.1576 -1.5312 -0.5 0.4 1.1 0.144
H 3.1635 0.1658 -3.6414 -0.2 0.0 0.0 0.106
H 2.3168 0.1095 -2.0892 0.0 0.4 -0.3 0.032
H 2.9678 -3.0729 -1.2429 0.1 0.0 -0.2 0.103
H 2.3618 -1.4867 -0.8464 0.0 -0.4 0.4 -0.021
C -0.9153 2.0627 -3.6730 0.0 1.3 -0.3 -0.717
O -0.8969 3.0535 -4.4113 0.2 -0.6 0.1 -0.011
N 0.0597 1.8126 -2.7718 0.1 0.2 -1.0 0.158
N -1.9343 1.2017 -3.6589 -0.9 -0.6 -0.4 0.171
H -0.0855 1.1007 -2.0784 0.6 0.2 0.5 -0.004
H 0.7122 2.5757 -2.7989 0.3 -0.4 0.9 0.085
H -1.9575 0.4191 -3.0258 -0.3 -0.1 -0.2 0.072
H -2.6212 1.3738 -4.3720 -0.2 -0.3 0.3 0.108
C -3.5743 0.4998 0.1326 1.0 -0.9 -0.3 -0.684
O -3.5244 -0.7152 0.2784 -0.3 1.5 0.2 0.039
N -2.4982 1.3124 -0.1083 0.6 -0.8 0.0 0.128
N -4.6958 1.2585 0.1184 -1.9 -0.5 0.4 0.136
H -2.6800 2.2941 -0.1344 0.7 0.2 -0.2 0.086
H -1.5810 0.8757 -0.1638 -0.2 0.5 0.1 -0.055
H -4.6851 2.2443 -0.0443 -0.1 0.0 0.0 0.083
H -5.5380 0.8078 0.4379 0.0 0.2 -0.2 0.102
C 0.6250 4.3111 0.1299 -0.6 -0.1 -0.2 -0.701
O 0.1593 5.3108 -0.4087 0.6 -0.3 0.4 0.013
N 0.3569 3.9441 1.4046 -0.8 0.4 1.4 0.152
N 1.4295 3.4063 -0.4815 0.5 0.7 -0.8 0.135
H 0.6818 3.1059 1.8529 0.2 -0.1 -0.3 0.067
H -0.2767 4.5027 1.9507 0.0 0.0 -0.2 0.100
H 1.9045 3.7858 -1.2825 0.0 -0.5 -0.1 0.102
H 1.5614 2.4758 -0.1224 0.2 -0.1 -0.1 -0.009
C 4.0872 0.0644 3.6345 2.2 -0.2 -1.1 -0.701
O 4.8284 -0.8375 3.2444 -0.7 0.0 0.1 0.000
N 2.9990 0.4964 2.9713 -0.4 -0.2 -0.1 0.154
N 4.4770 0.8728 4.6494 -0.6 0.7 1.1 0.138
H 2.3691 1.1282 3.4309 -0.3 -0.1 -0.4 0.087
H 2.7853 0.0414 2.0974 -0.5 0.1 0.2 0.027
H 5.3762 0.7757 5.0802 -0.1 -0.3 0.0 0.099
H 3.8421 1.5830 4.9684 0.3 0.1 0.2 0.090
C -0.8604 -3.9610 0.8935 -0.5 1.8 -0.5 -0.691
O -1.9914 -3.5156 0.7781 0.7 -0.6 0.2 0.045
N 0.2748 -3.2744 0.5735 0.6 -0.3 0.0 0.128
N -0.5641 -5.1970 1.3627 -1.0 -1.3 0.4 0.132
H 1.0922 -3.8547 0.6100 0.4 0.6 -0.2 0.077
H 0.3363 -2.3065 0.2727 -0.3 -0.4 0.3 -0.078
H -1.3800 -5.7608 1.5339 0.3 -0.2 0.1 0.101
H 0.3529 -5.5424 1.5652 0.0 0.0 0.0 0.085
C -2.1408 -2.2487 -2.8114 0.1 0.4 1.6 -0.712
O -3.0567 -2.3469 -2.0134 -0.3 -0.3 -1.4 0.042
N -2.1714 -2.4088 -4.1563 -1.1 -0.5 -1.4 0.145
N -0.9037 -1.8967 -2.3816 0.9 0.5 0.5 0.159
H -3.0640 -2.5464 -4.5982 0.1 0.0 0.1 0.099
H -1.3982 -2.2022 -4.7604 0.1 0.1 0.2 0.091
H -0.7677 -1.7893 -1.3830 -0.1 -0.1 -0.4 0.033
H -0.1321 -1.7974 -3.0178 0.2 -0.1 0.3 0.090
```
Forces are in eV/Å.

For the total energy, the calculation gives -4376.5111 Ha. The value obtained for the molar mass is 560.35 Da. As for the charge: -1. As for the LUMO energy: 2.3 eV.

=====

> Among the records above, which one has the highest molar mass?

C21H35N2O2OsSi2

=====

> The lowest charge belongs to which entry?

C8H32BrN16O8

=====

> Among the records above, which one has the lowest charge?

C8H32BrN16O8